Here is C33H26BrF5KN8S4 as an isolated structure in a non-equilibrium geometry from the OMol25 dataset. Energies are from wB97M-V/def2-TZVPD.

Last column: Mulliken charge in e.
Atoms and positions in Å:
C  -0.227  6.793  0.236  0.562
H  4.699  0.991  0.893  0.509
C  -0.504  6.092  1.405  -0.057
C  -0.542  -3.391  1.713  0.316
C  2.287  -1.393  -3.071  -0.726
C  2.642  -1.721  1.016  0.077
S  -3.172  0.367  -1.368  -0.480
F  -0.501  4.099  2.644  -0.279
F  -1.046  6.740  2.455  -0.319
C  0.578  0.404  4.231  0.321
S  0.851  2.416  0.608  -0.155
H  -1.048  -2.644  -4.567  0.434
H  -2.179  0.833  4.458  0.247
C  -4.200  1.101  2.028  -0.243
C  -2.237  -5.005  2.258  -0.415
H  -3.440  -2.034  1.203  0.403
S  -1.774  -2.518  -1.855  -0.218
C  -4.209  1.590  4.379  -0.178
N  1.307  -1.957  1.141  0.874
H  4.283  -0.885  -3.163  0.239
C  -1.749  -0.843  -5.493  0.333
C  -2.028  -1.396  -3.136  -0.369
F  0.596  6.784  -1.978  -0.311
N  -0.787  -1.470  -7.774  -0.627
C  -2.909  0.688  -4.020  -0.969
C  -1.567  -1.706  -4.416  -0.609
H  2.548  0.350  -1.686  0.523
C  -3.182  -4.039  1.930  -0.822
Br  7.122  -0.567  0.144  -0.201
C  0.845  -3.062  1.629  -0.587
H  -0.141  -5.407  2.376  0.411
H  -3.447  1.613  -3.859  0.480
H  2.353  0.367  1.357  0.162
N  -1.466  -2.470  1.396  0.770
H  3.823  -1.528  -1.725  0.028
C  -2.665  1.258  -6.360  0.011
S  -5.363  1.774  3.119  -0.166
H  -4.430  0.980  0.989  0.224
C  -0.214  4.747  1.493  -0.060
C  5.301  -1.034  0.514  -0.030
C  -0.907  -4.680  2.149  -1.090
C  0.610  4.765  -0.742  0.077
C  -2.679  -0.146  -2.926  0.269
N  3.536  -0.913  -2.482  -0.409
H  3.317  -3.747  0.696  0.441
C  1.176  -1.025  -2.078  1.056
C  0.959  0.769  5.567  -1.294
C  3.075  -0.383  1.076  0.004
N  0.264  0.108  3.175  0.034
N  -2.833  2.004  -7.219  -0.625
C  0.327  6.111  -0.844  0.067
H  -4.434  1.887  5.383  0.421
H  0.205  -1.021  -2.568  -0.797
C  -3.064  1.049  3.890  -0.825
H  1.525  -3.816  2.047  0.379
H  2.271  -2.476  -3.253  0.300
H  2.027  0.607  5.698  0.379
C  3.608  -2.709  0.738  -0.591
F  1.140  4.122  -1.806  -0.311
F  -0.485  8.113  0.152  -0.318
H  -4.237  -4.247  2.001  0.423
H  0.731  1.820  5.737  0.297
H  5.645  -3.129  0.241  0.387
C  4.386  -0.040  0.838  -0.516
K  -1.171  -0.048  0.855  1.183
C  -2.451  0.370  -5.294  0.499
C  -2.734  -2.801  1.494  -0.426
H  0.409  0.158  6.282  0.317
H  1.020  1.085  -1.948  0.472
H  -2.543  -5.989  2.589  0.415
H  2.134  -0.886  -4.030  0.424
H  1.142  -1.755  -1.269  -0.224
N  -3.081  0.781  2.565  0.320
C  -1.237  -1.179  -6.754  0.040
N  1.509  0.298  -1.512  0.361
C  0.373  4.028  0.435  0.210
H  1.342  0.365  -0.498  -0.701
C  4.917  -2.366  0.474  -0.750

The total charge is -1. As for the highest occupied orbital energy: -3.3779 eV.

Here is C28H20N3O7ReS2 as an isolated structure in a non-equilibrium geometry from the OMol25 dataset. Energies are from wB97M-V/def2-TZVPD.

Last column: Mulliken charge in e.
Atoms and positions in Å:
H  -4.155  1.347  -5.274  0.337
C  -0.130  -6.176  3.474  -0.324
H  5.267  -1.661  -3.303  0.462
C  0.459  2.417  2.534  0.285
C  1.346  3.434  2.907  -1.000
O  -2.471  4.584  1.730  -0.469
C  -3.711  0.796  -4.454  -0.555
C  -1.378  -4.306  2.636  -0.377
C  -0.332  5.059  2.427  -0.603
H  -2.131  -6.309  2.708  0.377
C  2.534  -0.335  -1.792  0.051
C  -2.538  0.780  -2.347  0.590
O  1.407  -1.765  -0.256  -0.618
C  0.963  4.750  2.833  -0.594
O  0.811  0.393  -0.392  -0.631
H  -2.270  -3.882  2.198  0.461
O  6.226  -0.295  -5.029  -0.628
H  -4.385  4.436  1.162  0.263
O  -1.720  1.761  1.811  -0.939
H  -3.012  2.557  -3.430  0.389
H  1.864  -5.755  4.135  0.365
S  -1.986  -1.501  -0.950  -0.390
C  -1.296  -5.657  2.929  -0.662
H  -4.291  -1.129  -5.216  0.339
C  -0.389  -2.061  2.454  0.783
C  -3.570  3.747  1.383  -0.397
H  -3.309  -2.373  -3.317  0.405
H  -0.056  -7.236  3.683  0.371
C  -1.248  4.085  2.071  0.338
H  3.586  -2.168  -1.518  0.482
S  -1.834  1.667  -1.021  -0.646
O  -1.395  -1.728  1.698  -0.778
N  0.485  -1.186  2.846  -1.028
H  -3.360  3.138  0.507  0.052
O  5.259  1.585  -5.396  -0.623
H  1.648  5.544  3.099  0.362
C  -3.244  -1.293  -3.360  -0.719
C  -0.292  -3.469  2.885  0.476
H  1.708  -3.326  3.623  0.426
H  2.336  3.166  3.256  0.391
C  -3.083  1.477  -3.429  -0.689
C  0.844  1.054  2.747  -0.326
H  -3.847  3.096  2.213  0.240
C  0.872  -3.988  3.443  -0.389
H  1.687  0.858  3.407  0.411
N  5.354  0.526  -4.799  0.989
C  1.505  -0.634  -0.718  0.499
C  3.375  1.146  -3.494  -0.477
C  3.547  -1.243  -2.077  -0.294
C  -3.791  -0.594  -4.419  -0.515
Re  -1.163  0.058  0.662  1.368
C  4.385  0.229  -3.765  0.073
C  0.949  -5.341  3.730  -0.615
C  -0.864  2.712  2.099  1.466
C  2.454  0.859  -2.505  -0.407
H  1.660  1.553  -2.271  0.424
H  3.328  2.063  -4.062  0.464
C  -2.616  -0.614  -2.312  0.515
N  0.206  0.029  2.300  0.289
C  4.475  -0.967  -3.062  -0.454
H  -0.672  6.086  2.380  0.404

The multiplicity is 2. The total charge is -1. As for the highest occupied orbital energy (alpha / beta): -4.4050 / -4.5708 eV.

Question: total charge of number 1 (C33H26BrF5KN8S4)?
Answer: -1